(1)
C8H18O2 | ωB97M-V with the def2-TZVPD basis set

Results
Multiplicity   1
Total energy   -12679.6213 eV
Frontier orbital gap   8.38 eV
LUMO energy   0.68 eV

Last column: natural (NBO) charge in e.
Positions of all 28 atoms, in Å:
C -1.31519 -0.22316 1.07446  0.223
C -1.17599 0.46150 2.41517  -0.677
C -1.36934 -1.72996 1.19409  -0.664
O -2.38803 0.23966 0.29566  -0.725
H -2.74796 1.04993 0.67478  0.476
H -0.30943 -0.27322 0.01123  0.310
H -1.19724 1.54852 2.31587  0.209
H -0.24902 0.16293 2.90171  0.258
H -2.00706 0.17799 3.06814  0.225
H -2.12946 -2.03502 1.91815  0.215
H -1.62109 -2.18557 0.23626  0.219
H -0.38753 -2.08827 1.50589  0.239
C 0.81056 -0.54619 -1.34806  -0.256
C 0.85107 1.77821 0.18375  -0.716
C 0.02162 0.18836 -2.41510  -0.642
C 2.29655 -0.61558 -1.63159  -0.626
C 0.83815 0.28592 0.39847  0.443
O 1.54321 -0.29196 1.21289  -0.674
H 0.42754 -1.55782 -1.19043  0.196
H -0.06105 2.11757 -0.30546  0.220
H 1.70336 2.05778 -0.43607  0.238
H 0.96260 2.27659 1.14638  0.228
H 0.11381 -0.33118 -3.37490  0.215
H -1.03910 0.23746 -2.16939  0.222
H 0.39535 1.20428 -2.55316  0.205
H 2.83552 -1.05688 -0.79330  0.235
H 2.71314 0.37672 -1.81720  0.197
H 2.48502 -1.22861 -2.51820  0.208


(2)
C17H18ClNO2S | ωB97M-V with the def2-TZVPD basis set

Results
Multiplicity   1
Total energy   -46864.2419 eV
Frontier orbital gap   9.14 eV
LUMO energy   0.45 eV

Last column: natural (NBO) charge in e.
Positions of all 40 atoms, in Å:
C 5.08990 -0.57831 1.10756  -0.626
C 4.05772 -0.59891 0.02064  -0.039
C 3.38500 0.55553 -0.35366  -0.159
C 2.44354 0.53272 -1.36721  -0.215
C 2.15303 -0.64918 -2.03482  -0.028
C 2.82458 -1.80796 -1.66160  -0.199
C 3.76541 -1.78121 -0.65066  -0.211
H 4.27946 -2.69087 -0.37333  0.208
H 2.59764 -2.73616 -2.16575  0.218
C 1.07542 -0.71212 -3.08298  -0.514
C -0.15726 -1.30519 -2.40954  0.694
O -0.56726 -2.42662 -2.61988  -0.632
N -0.73839 -0.45358 -1.53443  -0.644
H -0.26694 0.40894 -1.28687  0.430
C -1.72029 -0.90243 -0.57981  -0.249
C -1.11013 -1.01247 0.81176  -0.590
H -0.17714 -1.57446 0.76951  0.239
H -1.78989 -1.48002 1.51951  0.229
S -0.66883 0.65607 1.51789  1.285
O -0.11646 1.44204 0.40725  -1.001
C -2.39802 1.20602 1.67692  -0.257
C -2.89619 2.13608 0.78321  -0.210
C -4.20336 2.57348 0.89814  -0.211
C -4.99343 2.07569 1.92391  -0.035
C -4.49078 1.15600 2.83510  -0.222
C -3.18320 0.72333 2.71038  -0.207
H -2.77626 0.01463 3.41584  0.223
H -5.11833 0.78888 3.63147  0.233
Cl -6.62604 2.61364 2.07808  0.020
H -4.60648 3.29309 0.20356  0.233
H -2.24709 2.51124 0.00573  0.251
H -2.57086 -0.21125 -0.56699  0.205
H -2.06728 -1.88501 -0.91656  0.251
H 0.84696 0.28192 -3.46781  0.225
H 1.36661 -1.36693 -3.90425  0.239
H 1.93405 1.44720 -1.63469  0.212
H 3.59205 1.48550 0.15563  0.203
H 5.01570 0.33213 1.69711  0.214
H 4.97322 -1.43649 1.76702  0.216
H 6.08961 -0.62493 0.67461  0.220


(3)
CH4N4O | ωB97M-V with the def2-TZVPD basis set

Results
Multiplicity   1
Total energy   -9107.0853 eV
Frontier orbital gap   9.78 eV
LUMO energy   -0.05 eV
SMILES   [H]/N=C(\N)NN=O

Last column: natural (NBO) charge in e.
Positions of all 10 atoms, in Å:
C 0.51751 -0.54975 -0.53736  0.537
H -1.31354 0.14291 -0.81712  0.392
H -1.26379 -1.38023 -0.32472  0.375
H 1.35002 -1.64319 -1.86194  0.372
H 1.48583 0.13983 1.16852  0.413
N -0.80244 -0.74523 -0.99716  -0.870
N 1.51872 -1.03095 -1.06535  -0.650
N 0.63877 0.24366 0.62351  -0.462
N -0.23678 1.13069 1.19769  0.263
O -1.39894 1.10650 0.84358  -0.370


(4)
C10H18N2O3 | ωB97M-V with the def2-TZVPD basis set

Results
Multiplicity   1
Total energy   -19761.5551 eV
Frontier orbital gap (alpha / beta)   5.50 / 5.49 eV
Net charge   +2
LUMO energy (alpha / beta)   -9.35 / -9.35 eV

Last column: natural (NBO) charge in e.
Positions of all 33 atoms, in Å:
C -0.36325 -1.01124 -0.67501  -0.159
C 0.88979 0.33075 -0.15957  0.553
C -1.46052 -0.54689 -0.07382  0.420
C 0.07738 -2.19106 -1.47225  -0.471
C 2.30516 -0.34620 0.30856  -0.463
C 1.20302 -1.83665 -2.55060  -0.212
C 2.76585 -1.43661 -0.53065  -0.242
C -2.76222 3.13762 2.99036  -0.763
C -1.85213 2.60178 2.01075  0.443
C -2.10973 1.16023 1.67095  -0.375
N -1.26572 0.63175 0.66883  -0.168
N 2.46209 -1.21323 -1.98475  -0.515
O -2.71219 -0.72233 -0.40977  -0.661
O 1.15716 1.08696 -1.23692  -0.719
O 0.23803 0.90485 0.84029  -0.375
H 0.20460 -3.05281 -0.90307  0.247
H -0.72294 -2.47992 -2.02913  0.252
H 3.20545 0.47407 0.30289  0.235
H 2.29856 -0.58726 1.32749  0.264
H 1.56031 -2.67762 -3.26217  0.259
H 0.89665 -1.05266 -3.19895  0.231
H 3.86171 -1.54502 -0.35232  0.254
H 2.32673 -2.33648 -0.19378  0.230
H -3.52826 2.47077 3.37058  0.270
H -2.27401 3.54923 3.94036  0.340
H -3.25655 3.92588 2.46542  0.328
H -3.02095 -1.59511 -0.48844  0.521
H -1.11342 3.05940 1.47153  0.230
H -1.86850 0.71176 2.68554  0.294
H -3.17579 0.93628 1.41053  0.342
H 3.29446 -1.61492 -2.45949  0.456
H 2.44296 -0.22262 -2.02094  0.456
H 0.29626 1.48729 -1.46246  0.503


(5)
C4H8ClN | ωB97M-V with the def2-TZVPD basis set

Results
Multiplicity   1
Total energy   -18286.2669 eV
Frontier orbital gap   10.45 eV
LUMO energy   0.86 eV
SMILES   CN[C@H]1C[C@H]1Cl

Last column: natural (NBO) charge in e.
Positions of all 14 atoms, in Å:
C -1.83388 -0.74414 0.32096  -0.467
C 0.25234 0.27587 -0.70388  -0.081
C 0.89688 1.07509 0.46814  -0.482
C 1.66733 0.43565 -0.54878  -0.167
H -2.45670 -1.63533 0.64462  0.212
H -1.41949 -0.11877 1.25665  0.194
H -2.76646 -0.35251 -0.10702  0.211
H 0.03657 -1.58852 -0.25010  0.350
H -0.07364 0.99975 -1.57575  0.210
H 0.62374 2.11671 0.97805  0.244
H 0.94951 0.55602 1.31038  0.217
H 2.18770 1.09545 -1.17819  0.228
N -0.62633 -1.05318 -0.71494  -0.566
Cl 2.56244 -1.06209 0.09987  -0.104


(6)
C7H8N3O4 | ωB97M-V with the def2-TZVPD basis set

Results
Multiplicity   1
Total energy   -20042.3491 eV
Frontier orbital gap (alpha / beta)   6.06 / 6.82 eV
Net charge   -1
LUMO energy (alpha / beta)   3.62 / 3.21 eV

Last column: natural (NBO) charge in e.
Positions of all 22 atoms, in Å:
C -0.11323 0.04258 2.00278  -0.329
C -1.05091 -0.75334 1.45441  -0.162
C 0.66423 1.19196 1.85030  -0.130
C -1.22589 -1.44787 0.21437  -0.280
C 0.01540 1.88589 -0.42992  0.607
C 0.62303 2.16446 0.79238  -0.425
C -0.34605 -1.66568 -0.76945  0.128
N 0.62516 2.48461 -1.48071  -0.818
N -0.74492 -2.16587 -2.02803  -0.082
N 0.95012 -1.45175 -0.53866  0.460
O -0.11696 -3.07179 -2.61654  -0.463
O -1.11553 1.46068 -0.65438  -0.650
O 1.48301 -1.91896 0.45569  -0.401
O 1.59146 -0.66045 -1.28704  -0.467
H -0.11965 -0.15861 3.10056  0.185
H -1.78356 -1.18280 2.16107  0.180
H 1.39056 1.35495 2.67290  0.193
H -2.20596 -1.89576 0.04979  0.188
H 1.27273 3.04843 0.90814  0.194
H 1.56956 2.68322 -1.37468  0.360
H 0.43092 1.93719 -2.28520  0.386
H -1.79352 -1.88109 -2.19778  0.326